# 1
Density functional theory data (ωB97M-V/def2-TZVPD) for a cluster of 2 separate species, C35H42N3OS in total.

Last column: Mulliken charge in e.
Element x y z (Å)
H  -1.63  0.38  -1.27  0.747
H  0.76  1.61  -5.51  0.401
H  -1.22  -4.56  2.03  0.325
H  -0.92  2.98  4.99  0.302
C  1.57  0.24  -1.95  -0.314
H  -5.41  -3.84  4.18  0.344
H  -0.91  -1.42  -2.35  0.159
H  0.84  3.18  -0.95  0.432
H  -0.46  6.35  5.33  0.290
H  0.91  4.69  1.03  0.290
H  1.18  5.74  2.93  0.312
H  1.53  4.25  6.06  0.301
H  -0.97  1.68  -3.76  0.495
H  -0.56  6.02  3.07  0.286
H  3.47  -0.36  -2.76  0.382
H  -1.67  0.42  1.27  0.471
C  2.52  0.12  -2.95  -0.738
H  -0.14  4.43  6.63  0.314
H  -4.29  -5.13  3.74  0.324
C  0.51  -3.76  -0.03  -0.398
H  -2.06  -4.47  3.59  0.434
C  2.26  0.66  -4.24  1.425
C  -0.47  1.70  -0.01  -0.268
C  -1.67  -3.87  2.76  -0.901
C  0.39  3.73  1.07  -0.932
H  2.18  -1.34  2.52  0.415
H  -1.93  -2.62  -3.19  0.360
H  1.30  6.41  5.18  0.307
H  4.89  1.99  -7.31  0.291
H  4.39  -1.04  -4.67  0.319
H  2.17  0.83  -7.03  0.331
H  -6.79  -3.59  1.15  0.270
C  -6.48  -2.85  1.89  -1.434
C  -5.00  -2.67  1.84  0.956
C  -4.08  -3.25  2.65  0.431
C  1.71  -2.04  1.83  -0.734
H  -1.26  1.75  3.33  0.251
H  6.18  0.18  -6.44  0.344
C  -4.37  -4.04  3.88  -1.820
C  0.29  0.81  -2.21  -0.724
C  0.43  -1.77  1.37  0.456
H  2.28  -4.95  0.15  0.417
H  0.02  -4.42  -0.75  0.410
C  -1.60  -2.46  0.09  0.465
N  3.22  0.64  -5.20  0.123
C  3.03  1.27  -6.49  -0.715
C  -0.20  -2.63  0.45  0.497
H  0.77  2.53  4.75  0.313
H  -3.74  -3.76  4.74  0.427
C  0.42  5.79  5.00  -0.578
H  -7.02  -1.92  1.67  0.346
C  4.33  1.04  -7.26  -0.654
C  1.77  -4.05  0.49  -0.682
N  0.05  4.03  3.46  0.098
C  -1.08  1.34  1.24  -0.676
C  -1.87  -1.95  -2.32  -0.561
C  0.28  5.46  3.51  -0.581
H  4.94  -1.00  -6.91  0.303
C  0.98  1.22  -4.51  -0.403
S  -4.25  -1.83  0.53  -0.329
C  0.31  2.90  -0.04  -0.784
O  -1.98  -2.81  -1.17  -0.518
C  -0.67  0.88  -1.14  0.168
H  -0.15  -0.91  1.73  0.254
H  4.12  0.70  -8.27  0.320
C  0.01  1.26  -3.53  -1.154
H  -0.89  -3.21  3.15  0.241
C  -0.86  2.08  2.37  -0.388
N  -2.79  -3.14  2.17  0.066
C  5.11  -0.01  -6.47  -0.679
H  -2.71  -1.25  -2.33  0.233
H  3.36  -3.42  1.82  0.413
C  -2.66  -2.38  1.02  -0.356
C  0.08  3.38  4.75  -0.556
H  -6.80  -3.20  2.88  0.362
H  5.16  0.52  -4.36  0.326
H  2.82  2.35  -6.38  0.370
C  0.50  4.46  5.75  -0.611
H  1.80  -0.12  -0.95  0.505
C  4.50  -0.02  -5.06  -0.658
C  -0.14  3.31  2.31  1.419
C  2.37  -3.20  1.42  -0.695

Calculated values
HOMO level, eV: -8.15
Net charge: +1
Energy above the lowest of the compared OMol25 structures with the same formula, charge and spin, eV: 1.273
Gap between HOMO and LUMO, eV: 3.8

=====

# 2
Density functional theory data (ωB97M-V/def2-TZVPD) for a structure of composition C35H43CdClP2Si2.

Last column: Mulliken charge in e.
Element x y z (Å)
C  -6.89  -3.37  0.53  -0.506
H  0.54  2.37  -4.61  0.438
C  4.85  1.09  -0.84  -1.010
H  1.00  -4.22  1.30  0.416
C  -5.07  0.18  -2.74  0.495
C  -4.68  -3.89  -0.30  -0.766
H  4.14  1.84  6.42  0.389
C  3.66  0.68  -1.55  -1.402
H  -2.39  -0.61  1.27  0.432
H  -0.28  -1.83  -4.45  0.403
C  0.13  0.27  -4.69  -0.572
C  0.25  -3.43  1.24  -0.484
H  3.22  1.22  -2.40  0.824
C  5.36  -0.02  -0.14  -0.224
H  5.34  2.08  -0.93  0.579
H  -0.51  -1.71  -1.99  0.462
H  -3.87  -4.61  -0.50  0.396
H  5.61  2.06  2.97  0.231
H  -3.79  2.20  -5.18  0.380
H  4.98  -1.25  3.83  0.374
H  4.70  -2.16  -0.07  0.475
C  2.70  3.19  3.36  -0.818
C  2.59  1.81  4.05  -0.801
C  0.29  1.49  -4.03  -0.623
P  4.23  0.99  4.15  0.506
C  -1.05  -3.71  1.66  -0.604
C  -5.87  -4.31  0.30  -0.418
Si  -0.12  0.55  -0.02  -0.520
C  0.14  1.57  -2.65  -0.857
H  3.81  -0.83  2.56  0.010
H  2.26  1.92  5.09  0.599
C  -4.29  1.35  -4.73  -0.491
H  4.16  4.92  0.25  0.366
C  4.03  -0.75  3.63  -0.971
C  -0.17  -0.87  -3.95  -0.718
H  2.79  -1.40  -1.82  0.475
H  1.65  -1.95  0.52  0.309
H  2.72  5.29  1.25  0.390
C  -4.50  1.31  -3.35  -0.557
C  -5.49  -1.60  -0.37  0.385
C  -5.61  -0.82  -3.56  -0.184
H  -4.55  0.31  -6.62  0.373
C  -1.99  -2.68  1.66  -0.555
C  4.60  0.98  5.92  -1.356
H  0.31  2.54  -2.16  0.412
Cl  -3.67  1.19  0.03  -0.250
C  -0.32  -0.81  -2.56  -0.501
H  6.04  2.72  1.37  0.331
H  -1.34  -4.71  1.98  0.389
H  -4.21  2.17  -2.74  0.273
C  5.43  2.92  2.27  -1.014
H  5.81  3.84  2.75  0.402
C  -0.36  -1.14  0.73  0.341
H  6.26  -0.04  0.47  0.473
H  1.88  1.15  3.54  0.053
H  1.71  3.56  3.09  0.412
H  -0.97  1.61  0.59  -0.176
C  4.53  -1.14  -0.43  -0.729
H  3.25  -1.24  4.22  0.418
H  -5.77  -1.60  -5.58  0.374
H  -7.51  -1.31  0.35  0.331
C  0.62  -2.16  0.80  -0.042
C  3.52  -0.74  -1.32  -0.220
H  4.36  5.46  1.96  0.409
H  -7.82  -3.71  0.99  0.371
C  -4.49  -2.55  -0.66  -0.252
H  -6.36  1.01  -0.45  -0.270
H  -6.00  -5.36  0.57  0.376
C  -4.73  0.29  -5.54  -0.473
C  -5.41  -0.79  -4.95  -0.552
Cd  2.33  1.54  0.17  0.904
P  3.67  3.14  1.78  0.427
C  -6.70  -2.03  0.19  -0.372
H  4.25  0.04  6.38  0.371
H  -3.57  -2.24  -1.15  0.519
H  5.69  1.07  6.01  0.355
H  0.25  0.20  -5.77  0.420
H  3.20  3.92  4.02  0.386
H  -6.19  -1.64  -3.13  0.368
C  -0.17  0.42  -1.89  1.454
H  -3.00  -2.87  2.01  0.510
C  3.74  4.89  1.26  -1.257
C  -1.65  -1.41  1.23  -0.669
Si  -5.21  0.16  -0.89  0.426

Calculated values
HOMO level, eV: -6.62
Energy above the lowest of the compared OMol25 structures with the same formula, charge and spin, eV: 0.000
Gap between HOMO and LUMO, eV: 6.9

=====

# 3
Density functional theory data (ωB97M-V/def2-TZVPD) for a structure of composition C35H43ClN2Si2Sr.

Last column: Mulliken charge in e.
Element x y z (Å)
H  2.76  -2.53  -4.00  0.293
H  3.02  0.98  4.65  0.598
C  1.55  -1.49  -5.46  0.444
C  -2.13  -0.63  5.07  -0.667
H  -2.26  -5.09  -1.57  0.388
H  2.00  1.62  1.33  0.302
C  -1.56  -1.96  4.76  -0.685
H  2.47  2.56  -6.98  0.334
H  -1.62  -3.12  2.82  0.551
H  0.17  -0.79  -6.97  0.364
C  0.38  -4.02  -5.92  -0.425
H  0.87  4.37  -7.48  0.360
H  3.25  2.13  2.46  0.403
C  0.14  -0.36  7.16  -1.633
C  -2.16  1.68  0.34  -0.128
H  -1.99  2.59  -4.80  0.403
C  0.59  3.58  -6.78  -0.488
H  2.81  0.40  2.36  0.298
H  -0.35  -1.33  7.18  0.352
C  -2.42  -2.95  -1.43  -0.675
C  -0.10  1.55  -5.00  -0.156
C  2.17  1.64  4.67  -1.361
H  -3.10  -1.11  1.86  0.768
H  2.56  2.67  4.83  0.349
Si  -0.09  -0.26  0.66  -1.218
H  -0.30  3.48  -2.54  0.527
H  1.95  1.39  6.76  0.403
H  -0.08  -4.98  -6.09  0.394
H  -1.36  4.40  -6.39  0.398
N  1.42  1.60  3.38  0.855
N  0.77  -0.13  5.84  0.563
C  -2.74  -1.17  2.84  -0.452
H  -2.69  1.20  1.16  0.235
Sr  -0.32  -0.23  3.37  1.731
C  -0.83  2.98  -1.73  -0.628
C  -0.05  -2.90  -6.64  -0.675
C  -2.75  2.78  -0.30  -0.606
C  -0.89  1.19  -0.05  0.792
H  -1.98  -0.11  5.97  0.482
C  -0.74  -4.25  -0.30  -0.590
H  2.62  -1.03  6.43  0.352
C  0.65  2.86  3.15  -0.996
H  1.36  3.71  3.12  0.366
H  -3.31  0.79  3.80  0.465
H  -3.28  -2.88  -2.08  0.384
H  2.30  -1.09  4.66  0.310
C  0.53  -1.65  -6.41  -0.145
H  -0.85  -3.00  -7.37  0.371
C  -0.24  1.86  -1.11  -0.443
C  -0.66  3.60  -6.17  -0.413
H  0.47  1.96  5.95  0.387
C  -1.94  -2.29  3.38  -0.803
Cl  3.04  0.30  -3.29  -0.261
C  1.85  -1.16  5.64  -1.149
H  1.32  -0.18  0.37  -0.356
C  -1.01  2.59  -5.28  -0.819
C  1.30  1.28  5.87  -0.836
C  1.50  2.56  -6.50  -0.466
C  -2.08  3.44  -1.33  -0.606
H  -0.39  0.77  -4.30  0.585
C  -1.84  -4.18  -1.14  -0.530
H  0.72  1.51  -1.44  0.522
H  0.65  -3.15  0.92  0.399
H  1.40  -2.15  5.74  0.402
H  0.14  2.80  2.18  0.138
H  -3.73  3.13  0.03  0.394
H  -0.56  0.43  7.39  0.464
H  -2.53  4.30  -1.81  0.373
C  -2.85  -0.15  3.90  -1.054
C  1.98  -2.62  -4.75  -0.418
H  -0.08  3.02  3.93  0.301
Si  2.36  0.16  -5.23  0.432
H  1.73  -4.74  -4.41  0.369
C  -0.20  -3.08  0.26  -0.723
C  -0.76  -1.80  -0.01  1.178
C  2.43  1.41  2.31  -1.341
H  -0.94  -2.53  5.38  0.486
C  1.15  1.53  -5.60  0.294
C  -1.88  -1.77  -0.88  -0.299
H  -0.28  -5.20  -0.07  0.406
H  3.54  0.33  -6.11  -0.222
H  -2.33  -0.82  -1.13  0.395
H  0.91  -0.35  7.93  0.471
C  1.39  -3.87  -4.97  -0.563

Calculated values
HOMO level, eV: -5.64
Energy above the lowest of the compared OMol25 structures with the same formula, charge and spin, eV: 0.000
Gap between HOMO and LUMO, eV: 5.7

=====

# 4
Density functional theory data (ωB97M-V/def2-TZVPD) for a structure of composition C35H43IrN3O2S2.

Last column: Mulliken charge in e.
Element x y z (Å)
C  1.99  0.20  4.64  -1.175
H  -6.09  -1.22  -0.80  0.388
H  -4.34  -4.66  -0.77  0.508
C  -1.20  -4.82  -1.96  -0.782
C  -1.80  -2.52  -1.48  0.063
C  -3.74  -0.97  0.51  -1.579
Ir  0.45  0.11  -0.32  2.809
H  3.69  2.88  -3.56  0.309
H  5.27  0.08  -1.34  0.448
O  -3.02  -0.54  -2.98  -0.643
H  -5.71  -2.57  -1.87  0.435
C  -1.57  2.26  0.46  -0.073
H  3.67  1.07  5.65  0.374
H  1.04  -2.26  2.37  0.368
H  -2.50  4.13  0.89  0.626
H  4.10  2.34  0.58  0.232
C  2.32  2.25  2.76  0.852
H  3.47  1.40  -4.47  0.307
C  2.97  2.11  -3.82  -1.667
H  -2.11  -1.00  3.95  0.466
H  0.83  4.24  1.11  0.325
H  -3.82  -0.01  0.02  0.428
H  2.27  4.77  0.25  0.596
C  -3.09  -2.96  -1.05  0.422
S  2.81  0.13  -0.22  -0.352
H  2.53  -2.73  -1.64  0.390
H  2.16  2.58  -4.39  0.503
C  -2.34  -0.28  -2.01  0.049
S  0.76  1.50  -2.32  -0.581
C  -3.28  2.03  -1.67  -0.950
C  0.00  -0.76  3.56  0.413
C  0.07  -1.76  2.41  -0.964
C  3.01  1.13  4.80  -1.351
C  1.27  1.32  2.62  -0.443
H  -0.71  -2.52  2.52  0.483
C  0.63  -2.07  -3.49  -1.222
C  1.53  -2.96  -1.28  -0.916
H  -4.38  -0.93  1.39  0.583
C  -4.19  -2.13  -0.38  0.319
C  -0.61  2.28  1.63  -0.225
C  -2.46  -5.24  -1.58  -1.280
H  0.47  -1.08  -3.07  -0.091
H  -4.66  -2.85  0.29  0.865
C  -0.83  -3.49  -1.92  0.353
H  5.19  1.79  -1.77  0.349
H  1.87  -0.60  5.36  0.379
C  2.42  1.44  -2.59  0.968
C  -3.32  3.18  -0.87  -0.934
H  -4.92  -1.01  -2.11  0.208
C  3.15  2.13  3.87  -1.201
N  -1.53  1.19  -0.32  0.411
C  0.56  -3.17  -2.44  0.346
C  -1.41  -0.19  3.72  -1.287
H  1.57  -3.83  -0.63  0.398
H  1.64  3.15  -0.03  0.032
H  -0.49  -5.55  -2.34  0.444
H  -3.95  1.89  -2.51  0.607
H  4.98  0.56  -3.02  0.478
H  -0.10  -2.23  -4.28  0.343
C  2.71  3.43  1.85  0.793
C  -5.29  -1.71  -1.36  -1.417
H  3.92  2.87  4.01  0.479
H  1.63  -2.08  -3.94  0.480
H  -0.10  -1.28  1.43  -0.219
H  -1.76  0.31  2.82  -0.009
H  -2.72  -6.29  -1.61  0.387
C  -3.38  -4.32  -1.12  -0.677
H  0.87  -4.09  -2.94  0.561
H  2.81  4.27  2.55  0.419
C  -2.37  1.05  -1.34  -0.451
H  -4.03  3.97  -1.10  0.454
C  1.11  0.28  3.57  0.728
H  4.44  4.07  0.71  0.466
H  0.19  -1.35  4.47  0.614
C  3.29  0.81  -1.70  0.614
N  0.35  1.36  1.54  0.767
C  1.79  3.91  0.73  -1.574
H  4.85  2.98  2.04  0.438
C  4.76  0.80  -1.98  -1.956
H  1.22  -2.10  -0.65  -0.206
H  -2.71  -1.08  0.87  -0.133
H  -1.45  0.54  4.53  0.373
C  4.11  3.19  1.27  -1.471
O  -0.82  3.10  2.53  -0.734
C  -2.48  3.28  0.22  -0.637
N  -1.44  -1.20  -1.47  0.752

Calculated values
HOMO level (spin up / spin down), eV: -6.41 / -7.91
Expectation value of S²: 8.8031
2S+1: 6
Gap between HOMO and LUMO (spin up / spin down), eV: 6.1 / 5.2

=====

# 5
Density functional theory data (ωB97M-V/def2-TZVPD) for a structure of composition C35H43N8O2PdSi2.

Last column: Mulliken charge in e.
Element x y z (Å)
H  0.93  5.45  -2.71  0.417
C  0.17  -2.93  0.07  1.051
H  -1.17  2.48  -2.92  -1.177
C  -4.33  0.16  -5.19  -0.677
C  1.08  2.85  -5.85  0.550
H  -3.09  1.44  1.08  0.667
H  4.61  -2.50  -2.89  0.448
H  -1.66  5.12  0.15  0.375
H  -2.39  -0.20  -2.67  0.519
H  1.13  0.70  2.32  0.191
N  4.02  2.56  -1.50  1.202
H  2.43  1.59  3.14  0.334
H  -3.78  -0.90  -6.98  0.414
H  4.40  -0.33  -6.26  0.426
H  3.53  -0.48  -1.99  0.412
C  4.89  2.60  -2.69  -0.873
Pd  -0.03  0.16  0.05  -1.019
C  1.35  1.57  2.95  -1.053
H  -0.03  1.43  -2.09  0.025
H  -1.35  4.14  3.17  0.403
H  2.08  2.03  -2.23  0.865
H  5.28  3.62  -2.77  0.399
N  0.58  3.99  -5.48  -0.297
N  2.32  2.63  -0.17  1.142
C  2.41  2.33  -5.58  0.222
H  -1.88  0.60  -7.49  0.506
H  -5.11  -0.55  -4.93  0.407
N  -3.89  1.14  -1.93  1.053
H  1.78  4.80  3.64  0.408
C  -1.69  4.41  -0.68  -1.247
H  2.33  0.77  -7.06  0.531
C  3.72  -2.59  -2.28  -0.570
C  3.48  2.92  0.49  -0.442
C  -1.04  2.67  -5.96  0.716
H  1.65  -4.94  -1.02  0.388
C  -0.39  -4.30  0.36  -1.531
H  -0.57  -4.85  -0.56  0.413
Si  0.01  3.78  -1.15  0.288
O  0.10  1.99  -6.23  -0.346
C  3.12  2.85  -4.49  -0.409
H  2.45  4.97  2.02  0.412
H  2.75  3.76  -4.04  0.634
C  3.10  -1.46  -1.77  -0.424
C  -0.17  2.44  -2.49  2.274
N  4.51  2.90  -0.30  -1.410
C  -3.57  -0.05  -6.34  -0.802
H  2.17  5.07  -1.51  0.293
C  -2.52  0.80  -6.64  -0.414
C  2.88  1.18  -6.22  -0.512
C  -3.17  1.22  0.03  -0.836
H  0.86  1.41  3.92  0.450
H  -2.40  3.62  -0.42  0.365
C  -3.11  2.17  -4.75  -0.250
C  0.92  2.79  0.24  3.398
N  -4.14  1.69  -0.72  -1.140
C  -1.15  3.25  2.57  -1.124
C  1.97  -1.57  -1.00  0.842
H  -1.80  3.30  1.70  0.127
C  2.70  2.39  -1.43  -1.564
C  -4.79  1.41  -3.05  -0.994
H  -2.93  3.06  -4.16  0.651
H  5.52  0.48  -4.23  0.443
H  -5.17  2.42  -2.91  0.406
O  -0.44  -1.97  0.51  -0.460
H  0.53  2.57  -3.31  -0.889
C  -2.28  1.91  -5.84  0.038
C  1.09  5.23  -1.66  -1.117
H  0.82  6.12  -1.09  0.419
N  -2.30  0.41  -0.63  -0.034
Si  0.68  3.15  2.13  0.526
H  0.31  -4.87  0.97  0.391
N  -0.78  3.87  -5.54  -0.458
H  0.86  5.60  2.38  0.337
H  -1.44  2.38  3.16  0.351
H  0.36  1.77  0.17  -2.836
C  1.40  -2.82  -0.72  0.070
H  3.55  3.13  1.54  0.640
H  -1.33  -4.19  0.90  0.343
C  -2.79  0.38  -1.86  -0.297
C  3.19  -3.84  -2.00  -0.900
H  5.74  1.95  -2.48  0.396
C  4.67  1.02  -4.62  -0.718
C  -4.08  1.25  -4.38  0.281
C  4.21  2.16  -3.97  0.412
C  4.02  0.55  -5.76  -0.873
H  1.51  -0.65  -0.53  -0.004
H  -2.10  4.94  -1.55  0.371
C  2.05  -3.95  -1.23  -0.461
H  -5.64  0.72  -2.99  0.368
H  3.67  -4.73  -2.38  0.376
C  1.54  4.77  2.58  -1.229

Calculated values
HOMO level, eV: -9.15
Net charge: +1
Energy above the lowest of the compared OMol25 structures with the same formula, charge and spin, eV: 2.128
Gap between HOMO and LUMO, eV: 6.8

=====

no.,E_tot (Ha)
1,-1996.2695
2,-3249.0779
3,-2538.8500
4,-2574.8702
5,-2654.6987